A molecular structure, C12H26CsGeN2O3 at a distorted geometry, computed with ωB97M-V/def2-TZVPD.

Output
E_LUMO (alpha / beta): 1.8 / 1.0 eV
HOMO energy (alpha / beta): -4.13 / -4.13 eV

Geometry as ORCA input:
```
! RIJCOSX wB97M-V def2-TZVPD def2/J DEFGRID3
* xyz -1 1
Cs 0.00 0.00 0.00
N -1.18 -0.33 -2.69
C -2.35 -0.99 -2.10
C -1.83 -2.30 -1.43
O -1.48 -3.21 -2.20
N -1.71 -2.39 -0.09
C -2.19 -1.23 0.71
C -1.87 -1.22 2.23
O -2.49 -2.06 2.96
O -1.13 -0.26 2.61
H -1.20 0.22 -3.41
H -0.57 -1.27 -3.18
H -3.04 -1.29 -2.90
H -2.90 -0.31 -1.45
H -3.29 -1.15 0.64
H -1.77 -0.29 0.34
C -4.89 6.01 2.50
C -3.94 4.85 2.22
C -4.62 3.77 1.37
C -3.71 2.57 1.10
Ge -2.14 3.00 0.00
C -2.52 3.07 -1.93
C -3.52 4.14 -2.40
C -2.99 5.59 -2.49
C -2.71 6.26 -1.15
H -4.37 6.77 3.12
H -5.79 5.65 3.05
H -5.21 6.49 1.55
H -3.62 4.41 3.19
H -3.04 5.25 1.70
H -4.97 4.21 0.41
H -5.51 3.41 1.92
H -4.28 1.78 0.57
H -3.36 2.15 2.07
H -1.24 4.08 0.63
H -2.97 2.08 -2.15
H -1.57 3.15 -2.50
H -4.46 4.09 -1.82
H -3.77 3.87 -3.45
H -3.78 6.19 -2.99
H -2.08 5.63 -3.12
H -3.62 6.24 -0.51
H -2.43 7.32 -1.32
H -1.86 5.77 -0.64
H 2.87 0.00 0.00
*
```

A molecular structure, C7H12N4O2 at a distorted geometry, computed with ωB97M-V/def2-TZVPD.

Output
Energy relative to the best compared isomer or geometry (same formula, charge and spin): 734.48 kJ/mol
E_LUMO (alpha / beta): -9.9 / -9.9 eV
HOMO energy (alpha / beta): -16.02 / -16.02 eV

Geometry as ORCA input:
```
! RIJCOSX wB97M-V def2-TZVPD def2/J DEFGRID3
* xyz 2 1
C -0.36 0.51 -1.87
C -0.47 -0.09 0.53
C 1.06 0.69 4.47
C 0.81 -0.13 3.47
C 0.00 -2.00 -1.97
C -0.49 1.69 -2.74
C -0.57 -0.38 2.90
N -0.21 -1.94 0.43
N -0.14 -0.68 -2.43
N -0.50 0.74 -0.54
N 0.16 -2.95 -2.91
O -0.01 -2.40 -0.76
O -0.67 0.37 1.68
H 2.06 0.77 4.88
H 0.31 1.29 4.94
H 1.59 -0.70 2.97
H -1.51 2.08 -2.71
H -0.24 1.49 -3.77
H 0.15 2.51 -2.39
H -1.33 0.05 3.56
H -0.74 -1.44 2.71
H -0.07 -0.64 -3.45
H -0.68 1.72 -0.30
H 0.24 -3.91 -2.62
H 0.33 -2.76 -3.89
*
```

A molecular structure, C28H33KN9O3PS2 at a distorted geometry, computed with ωB97M-V/def2-TZVPD.

Output
Energy relative to the best compared isomer or geometry (same formula, charge and spin): 373.06 kJ/mol
E_LUMO (alpha / beta): 1.3 / 1.3 eV
HOMO energy (alpha / beta): -0.04 / -0.04 eV

Geometry as ORCA input:
```
! RIJCOSX wB97M-V def2-TZVPD def2/J DEFGRID3
* xyz -2 1
K 9.18 10.75 7.26
N 15.35 9.71 19.30
N 15.15 8.47 18.72
C 16.25 7.73 18.98
N 16.58 6.74 18.11
N 16.88 7.99 20.19
N 17.88 7.18 20.46
O 18.62 7.59 21.40
O 18.01 5.96 19.96
H 14.50 10.22 19.67
H 15.96 9.37 20.18
H 14.21 8.06 18.49
H 15.98 6.38 17.35
H 17.16 6.00 18.52
S 8.26 12.79 9.22
C 7.94 13.99 8.09
S 8.22 15.63 8.21
C 7.37 13.45 6.79
C 8.19 12.87 5.82
N 8.88 12.23 5.08
C 6.11 13.70 6.17
N 5.14 13.88 5.50
H 7.27 7.35 3.26
C 13.13 5.51 6.24
P 12.43 5.73 7.92
C 13.21 7.37 8.14
C 14.48 7.43 8.82
C 15.37 8.45 8.58
C 14.85 9.70 8.09
C 13.57 9.76 7.55
C 12.76 8.54 7.54
C 10.82 6.20 7.31
C 10.09 6.90 8.22
C 8.75 7.12 8.01
C 8.24 7.04 6.72
C 8.95 6.48 5.71
C 10.18 5.90 6.07
H 14.21 5.32 6.44
H 13.01 6.42 5.67
H 12.78 4.65 5.62
H 14.89 6.53 9.26
H 16.37 8.44 9.00
H 15.56 10.50 8.21
H 13.04 10.67 7.36
H 11.79 8.60 7.12
H 10.56 7.13 9.16
H 8.14 7.54 8.81
H 7.26 7.43 6.49
H 8.59 6.46 4.70
H 10.73 5.26 5.38
C 7.80 16.83 17.77
C 8.48 17.15 16.42
N 7.46 17.07 15.35
C 6.63 15.85 15.32
C 5.14 16.10 15.73
C 7.07 17.99 14.40
O 6.78 17.58 13.26
C 7.06 19.50 14.91
C 7.41 20.01 16.09
C 7.61 21.44 16.27
C 7.44 22.26 15.20
N 6.79 21.70 14.11
C 6.64 20.45 13.84
H 8.32 15.97 18.23
H 6.70 16.62 17.66
H 7.83 17.73 18.40
H 9.26 16.42 16.12
H 8.98 18.08 16.36
H 7.17 15.08 15.89
H 6.66 15.60 14.24
H 5.03 16.10 16.81
H 4.38 15.43 15.29
H 4.90 17.10 15.30
H 7.48 19.30 16.85
H 8.04 21.83 17.27
H 7.47 23.36 15.27
H 6.07 20.07 12.98
*
```

A molecular structure, C2H8InO2 at a distorted geometry, computed with ωB97M-V/def2-TZVPD.

Output
Energy relative to the best compared isomer or geometry (same formula, charge and spin): 0.00 kJ/mol
E_LUMO: -19.6 eV
HOMO energy: -26.06 eV

Geometry as ORCA input:
```
! RIJCOSX wB97M-V def2-TZVPD def2/J DEFGRID3
* xyz 3 1
In -7.92 2.78 -8.27
C -5.33 1.69 -9.81
O -6.35 2.64 -9.60
H -4.83 1.32 -8.91
H -5.80 0.82 -10.28
H -4.64 2.15 -10.52
H -6.09 3.41 -10.11
C -7.79 1.70 -5.35
O -8.40 1.66 -6.65
H -7.02 0.93 -5.38
H -7.32 2.66 -5.12
H -8.58 1.56 -4.61
H -8.97 0.89 -6.60
*
```

A molecular structure, C3H2AuFO at a distorted geometry, computed with ωB97M-V/def2-TZVPD.

Output
Energy relative to the best compared isomer or geometry (same formula, charge and spin): 0.00 kJ/mol
E_LUMO (alpha / beta): -12.7 / -14.1 eV
HOMO energy (alpha / beta): -21.32 / -22.14 eV

Geometry as ORCA input:
```
! RIJCOSX wB97M-V def2-TZVPD def2/J DEFGRID3
* xyz 2 3
C 0.01 1.16 -0.72
O 0.68 -0.05 1.14
C -0.11 -0.79 0.48
C -0.59 -0.07 -0.70
F 0.56 1.63 -1.85
H -0.17 1.95 0.01
H -1.58 -0.24 -1.12
Au -1.09 -2.19 1.27
*
```

A single C4H5NO molecule, computed with ωB97M-V/def2-TZVPD.

Output
Energy relative to the best compared isomer or geometry (same formula, charge and spin): 44.64 kJ/mol
SMILES: Oc1ccc[nH]1
E_LUMO: 0.9 eV
HOMO energy: -7.85 eV

Geometry as ORCA input:
```
! RIJCOSX wB97M-V def2-TZVPD def2/J DEFGRID3
* xyz 0 1
O -1.77 0.49 1.26
C -0.74 0.27 0.41
C 0.46 0.92 0.34
C 1.29 0.14 -0.52
C 0.54 -0.90 -0.99
N -0.72 -0.81 -0.43
H -1.32 0.84 2.05
H 0.67 1.87 0.81
H 2.34 0.32 -0.72
H 0.78 -1.69 -1.69
H -1.48 -1.46 -0.54
*
```

A molecular structure, C22H24N9O4RbS at a distorted geometry, computed with ωB97M-V/def2-TZVPD.

Output
Energy relative to the best compared isomer or geometry (same formula, charge and spin): 83.87 kJ/mol
E_LUMO: 3.6 eV
HOMO energy: -1.39 eV

Geometry as ORCA input:
```
! RIJCOSX wB97M-V def2-TZVPD def2/J DEFGRID3
* xyz -2 1
Rb -0.48 -1.84 0.90
C -4.84 2.15 0.78
C -3.66 1.27 0.47
N -3.74 0.00 0.31
N -4.94 -0.59 0.62
C -5.44 -1.41 -0.25
N -6.55 -2.12 0.22
S -5.01 -1.65 -1.90
C -2.32 1.91 0.34
C -2.20 3.30 0.31
C -0.95 3.87 0.17
C 0.16 3.05 0.09
C -0.05 1.68 0.17
N -1.24 1.12 0.29
H -5.73 1.54 0.85
H -4.99 2.90 0.00
H -4.71 2.68 1.73
H -6.50 -2.30 1.21
H -6.73 -2.94 -0.34
H -3.08 3.93 0.37
H -0.85 4.95 0.14
H 1.16 3.45 -0.01
H 0.79 1.00 0.14
N -0.33 -3.92 -1.30
C -1.36 -4.02 -2.31
C -1.43 -2.74 -3.14
N -1.54 -1.55 -2.32
H 0.53 -3.52 -1.67
H -0.12 -4.76 -0.79
H -2.33 -4.17 -1.82
H -1.24 -4.86 -3.02
H -2.25 -2.86 -3.87
H -0.50 -2.67 -3.73
H -2.42 -1.55 -1.81
H -1.57 -0.72 -2.90
O 2.48 -3.93 2.53
C 1.33 -3.47 2.65
O 0.26 -3.94 2.17
C 1.19 -2.12 3.41
O 0.95 -2.15 4.62
O 1.29 -1.07 2.68
N 6.95 4.53 3.14
C 6.29 3.83 2.51
C 5.47 2.96 1.71
C 4.50 2.15 2.31
C 3.71 1.32 1.53
C 3.91 1.30 0.14
C 4.88 2.10 -0.45
C 5.66 2.93 0.33
N 3.11 0.45 -0.64
C 2.72 0.60 -1.97
C 1.87 -0.44 -2.22
N 1.76 -1.22 -1.10
C 2.51 -0.69 -0.18
H 4.35 2.17 3.38
H 2.94 0.72 1.99
H 5.04 2.05 -1.52
H 6.41 3.56 -0.13
H 3.00 1.45 -2.55
H 1.28 -0.64 -3.10
H 2.61 -1.07 0.83
*
```

A gas-phase ion, C10H10N (charge +1) at a distorted geometry, computed with ωB97M-V/def2-TZVPD.

Output
Energy relative to the best compared isomer or geometry (same formula, charge and spin): 921.04 kJ/mol
E_LUMO (alpha / beta): -4.8 / -4.8 eV
HOMO energy (alpha / beta): -11.84 / -11.84 eV

Geometry as ORCA input:
```
! RIJCOSX wB97M-V def2-TZVPD def2/J DEFGRID3
* xyz 1 1
C -1.02 2.14 0.52
C 0.11 1.40 1.01
C -1.73 -0.70 0.34
C -0.98 -1.87 0.76
C -0.51 -0.04 -1.58
C -1.87 1.45 -0.30
C -1.12 -0.70 1.73
C 0.03 0.16 1.72
C 1.14 0.48 0.79
C 2.45 0.19 0.20
N -1.37 0.13 -0.64
H -0.95 3.14 0.82
H -1.55 -2.80 0.69
H 0.02 -1.93 0.41
H -0.23 0.57 -2.48
H -0.09 -1.01 -1.55
H -2.80 1.78 -0.77
H -1.61 -0.79 2.70
H 3.10 0.98 0.68
H 2.45 0.38 -0.88
H 2.68 -0.84 0.41
*
```